*P*
Entry from the Open Molecules 2025 dataset: a single CHN3O2 molecule (ωB97M-V/def2-TZVPD).

Lowest unoccupied orbital energy   0.02221 Eh
SMILES   O=c1[nH]nno1
2S+1   1

Positions of all 7 atoms, in Å:
O: 0.5213 0.5383 1.8632
C: 0.4122 0.2956 0.6927
N: -0.6638 -0.3579 0.0875
N: -0.5250 -0.4417 -1.2282
N: 0.5510 0.0497 -1.5830
O: 1.2340 0.5530 -0.3510
H: -1.5299 -0.6369 0.5188

The natural (NBO) scheme yields these atomic charges, measured in e: number 1, O, carries -0.5702; number 2, C, carries 0.8290; number 3, N, carries -0.4583; number 4, N, carries 0.0178; number 5, N, carries 0.1155; number 6, O, carries -0.3640; number 7, H, carries 0.4303



*Q*
Entry from the Open Molecules 2025 dataset: a single CHN3O2 molecule (ωB97M-V/def2-TZVPD).

Lowest unoccupied orbital energy   0.01889 Eh
SMILES   O=c1[nH]nno1
2S+1   1

Positions of all 7 atoms, in Å:
O: 1.5988 0.5867 -1.1093
C: 0.6299 0.2812 -0.5056
N: 0.1208 -0.7091 0.2197
N: -1.0827 -0.4835 0.8154
N: -1.3930 0.7390 0.5037
O: -0.4809 1.1999 -0.3427
H: 0.6071 -1.6142 0.4187

The natural (NBO) scheme yields these atomic charges, measured in e: number 1, O, carries -0.5447; number 2, C, carries 0.8184; number 3, N, carries -0.4694; number 4, N, carries -0.0366; number 5, N, carries 0.1251; number 6, O, carries -0.3281; number 7, H, carries 0.4355



Which of them is the most stable, and which is the least stable? *P* and *Q*, in that order.



*P*
Entry from the Open Molecules 2025 dataset: a 2-piece molecular cluster, C5H13N2O overall (ωB97M-V/def2-TZVPD).

Total charge   +1
Lowest unoccupied orbital energy   -0.11352 Eh
2S+1   1

Positions of all 21 atoms, in Å:
C: 2.7163 0.3300 0.2989
C: 1.7751 0.6559 -0.8031
C: -1.8825 0.9739 -0.5041
C: -1.9091 -0.2280 0.2944
C: 0.1056 -1.5575 0.5571
N: -0.9720 -1.1658 -0.1570
N: 1.2513 0.3136 0.4648
O: 0.9869 -2.3786 0.1156
H: 3.0067 -0.7969 0.4210
H: 3.3058 1.0748 0.6797
H: 1.6179 1.6820 -1.2297
H: 1.6086 -0.2634 -1.5018
H: -0.8594 1.2519 -0.6257
H: -2.2692 0.6586 -1.4429
H: -2.4193 1.8375 -0.2053
H: -1.7332 0.0750 1.2981
H: -2.8696 -0.7861 0.3860
H: 0.2678 -1.2915 1.6031
H: -1.3137 -1.6787 -0.9973
H: 0.7744 1.0519 0.9392
H: 0.7869 -2.8548 -0.6781

The natural (NBO) scheme yields these atomic charges, measured in e: number 1, C, carries -0.2320; number 2, C, carries -0.2564; number 3, C, carries -0.6124; number 4, C, carries -0.2329; number 5, C, carries 0.5867; number 6, N, carries -0.5717; number 7, N, carries -0.6070; number 8, O, carries -0.6093; number 9, H, carries 0.2217; number 10, H, carries 0.2254; number 11, H, carries 0.2415; number 12, H, carries 0.1873; number 13, H, carries 0.2046; number 14, H, carries 0.2133; number 15, H, carries 0.2484; number 16, H, carries 0.2114; number 17, H, carries 0.2205; number 18, H, carries 0.2325; number 19, H, carries 0.4278; number 20, H, carries 0.3846; number 21, H, carries 0.5159



*Q*
Entry from the Open Molecules 2025 dataset: C5H13N2O as an isolated structure (ωB97M-V/def2-TZVPD).

Total charge   +1
Lowest unoccupied orbital energy   -0.33534 Eh
2S+1   1

Positions of all 21 atoms, in Å:
C: -3.9220 1.2193 -1.1145
N: 1.9184 -1.3762 -0.3094
C: 0.8336 -2.0504 0.3294
C: 0.0054 -1.1840 -0.4669
O: -0.7758 -0.3330 0.1600
C: -3.5183 -0.0555 -0.7019
N: 2.6643 1.1995 0.4694
C: 2.1446 2.1833 1.3866
H: -3.2390 2.0131 -0.8891
H: -4.9029 1.4398 -1.4248
H: 2.5155 -2.0365 -0.8155
H: 0.7616 -1.8458 1.3973
H: 0.6951 -3.0967 0.1027
H: -0.2330 -1.3620 -1.5632
H: -2.5061 -0.2129 -0.3550
H: -4.2676 -0.8707 -0.5112
H: 2.3947 0.3204 0.1229
H: 3.5290 1.6292 0.1501
H: 2.3121 3.1594 0.8759
H: 1.0723 2.0305 1.5763
H: 2.7360 2.0575 2.3371

The natural (NBO) scheme yields these atomic charges, measured in e: number 1, C, carries -0.3574; number 2, N, carries -0.3178; number 3, C, carries -0.3478; number 4, C, carries 0.3394; number 5, O, carries -0.4011; number 6, C, carries -0.3962; number 7, N, carries -0.5505; number 8, C, carries -0.4453; number 9, H, carries 0.1886; number 10, H, carries 0.2021; number 11, H, carries 0.3867; number 12, H, carries 0.2936; number 13, H, carries 0.2449; number 14, H, carries 0.2195; number 15, H, carries 0.1961; number 16, H, carries 0.1992; number 17, H, carries 0.4177; number 18, H, carries 0.3928; number 19, H, carries 0.2464; number 20, H, carries 0.2350; number 21, H, carries 0.2539



*R*
Entry from the Open Molecules 2025 dataset: an isolated ion of composition C5H13N2O and charge +1 (ωB97M-V/def2-TZVPD).

Total charge   +1
Lowest unoccupied orbital energy   -0.12002 Eh
SMILES   C[C@H]([NH3+])CCC(N)=O
2S+1   1

Positions of all 21 atoms, in Å:
C: -1.6686 0.1276 1.8103
C: -0.7636 0.3999 0.5744
N: -1.1022 1.8026 0.2282
C: -0.7498 -0.5363 -0.6815
C: 0.6174 -0.6485 -1.2601
C: 1.9516 -0.4162 -0.4333
N: 2.8795 -1.1757 -1.0304
O: 1.9460 0.0613 0.7148
H: -1.0368 -0.1515 2.7024
H: -2.4115 -0.6945 1.8458
H: -2.2056 0.9428 2.2612
H: 0.3069 0.4485 0.9898
H: -1.3538 2.2565 1.0754
H: -0.2982 2.1773 -0.1444
H: -1.7140 1.7244 -0.5930
H: -0.8854 -1.5775 -0.3293
H: -1.5886 -0.4775 -1.2382
H: 0.8386 -1.6095 -1.7302
H: 0.6558 0.1348 -2.0251
H: 3.8051 -1.2833 -0.7091
H: 2.7772 -1.5051 -2.0277

The natural (NBO) scheme yields these atomic charges, measured in e: number 1, C, carries -0.6809; number 2, C, carries -0.1117; number 3, N, carries -0.6570; number 4, C, carries -0.4435; number 5, C, carries -0.5052; number 6, C, carries 0.6950; number 7, N, carries -0.7879; number 8, O, carries -0.6235; number 9, H, carries 0.2528; number 10, H, carries 0.2538; number 11, H, carries 0.2161; number 12, H, carries 0.3076; number 13, H, carries 0.4533; number 14, H, carries 0.4239; number 15, H, carries 0.4415; number 16, H, carries 0.2526; number 17, H, carries 0.2285; number 18, H, carries 0.2384; number 19, H, carries 0.2152; number 20, H, carries 0.4179; number 21, H, carries 0.4130



Which of them is the most stable, and which is the least stable? *R* and *Q*, in that order.



*P*
Entry from the Open Molecules 2025 dataset: a single C2H2FNO2 molecule (ωB97M-V/def2-TZVPD).

Lowest unoccupied orbital energy   0.00439 Eh
SMILES   O=C/[N+]([O-])=C\F
2S+1   1

Positions of all 8 atoms, in Å:
O: 0.7789 -1.9968 0.1303
C: 0.9533 -0.9108 -0.2664
N: 0.0724 0.3585 0.0722
O: 0.9869 1.1394 0.3852
C: -1.1668 0.6025 0.0492
F: -2.0800 -0.3548 -0.0491
H: 1.8695 -0.4785 -0.5456
H: -1.4141 1.6406 0.2243

The natural (NBO) scheme yields these atomic charges, measured in e: number 1, O, carries -0.4499; number 2, C, carries 0.5332; number 3, N, carries -0.0177; number 4, O, carries -0.5270; number 5, C, carries 0.4004; number 6, F, carries -0.2885; number 7, H, carries 0.1697; number 8, H, carries 0.1799



*Q*
Entry from the Open Molecules 2025 dataset: a 2-piece molecular cluster, C2H2FNO2 overall (ωB97M-V/def2-TZVPD).

Lowest unoccupied orbital energy (spin up / spin down)   -0.01987 / -0.05702 Eh
2S+1   1

Positions of all 8 atoms, in Å:
C: -0.1124 -1.1086 0.9982
C: 0.3256 -1.1980 -0.2133
N: -0.1035 1.8951 -0.9849
O: 0.4617 2.4721 -1.8539
O: -0.7621 2.1967 -0.0415
F: 0.8104 -2.1435 -0.9746
H: -0.1473 -1.9469 1.6917
H: -0.4724 -0.1670 1.3784

The natural (NBO) scheme yields these atomic charges, measured in e: number 1, C, carries -0.6470; number 2, C, carries 0.4837; number 3, N, carries 0.5262; number 4, O, carries -0.2563; number 5, O, carries -0.2728; number 6, F, carries -0.3021; number 7, H, carries 0.2258; number 8, H, carries 0.2424



Which of them is the most stable, and which is the least stable? *P* and *Q*, in that order.



*P*
Entry from the Open Molecules 2025 dataset: a single C8H16N2 molecule (ωB97M-V/def2-TZVPD).

Lowest unoccupied orbital energy   0.03872 Eh
SMILES   CN1CC[C@H]2CCCN1C2
2S+1   1

Positions of all 26 atoms, in Å:
C: -0.5678 -2.1170 -1.7749
N: -0.3198 -0.8381 -1.1145
C: -1.4602 0.0410 -0.7834
C: -1.0270 1.5178 -0.6129
C: 0.3053 1.6642 0.1291
C: 0.2474 1.1586 1.6367
C: 0.2442 -0.3337 1.8896
C: 1.1506 -1.1202 0.9247
N: 0.9261 -0.5918 -0.4450
C: 1.3628 0.8045 -0.5852
H: -0.8556 -2.8619 -1.0717
H: -1.3297 -1.9584 -2.5311
H: 0.3196 -2.4648 -2.2987
H: -2.2227 -0.0089 -1.5382
H: -1.9312 -0.3334 0.1222
H: -0.8918 2.0318 -1.6168
H: -1.8400 1.9891 -0.0454
H: 0.5746 2.7209 0.1395
H: 1.1449 1.5714 2.1537
H: -0.6043 1.6109 2.1413
H: 0.5680 -0.5457 2.9434
H: -0.7463 -0.6811 1.8476
H: 0.9362 -2.2076 0.9681
H: 2.1873 -1.0225 1.2420
H: 2.3344 0.9391 -0.0802
H: 1.4946 1.0357 -1.6399

The natural (NBO) scheme yields these atomic charges, measured in e: number 1, C, carries -0.3938; number 2, N, carries -0.3258; number 3, C, carries -0.2205; number 4, C, carries -0.4042; number 5, C, carries -0.2271; number 6, C, carries -0.4050; number 7, C, carries -0.4240; number 8, C, carries -0.2236; number 9, N, carries -0.3019; number 10, C, carries -0.2190; number 11, H, carries 0.1648; number 12, H, carries 0.1978; number 13, H, carries 0.2075; number 14, H, carries 0.2003; number 15, H, carries 0.1577; number 16, H, carries 0.2039; number 17, H, carries 0.2068; number 18, H, carries 0.2072; number 19, H, carries 0.1983; number 20, H, carries 0.2069; number 21, H, carries 0.2011; number 22, H, carries 0.1951; number 23, H, carries 0.2002; number 24, H, carries 0.1967; number 25, H, carries 0.1958; number 26, H, carries 0.2049



*Q*
Entry from the Open Molecules 2025 dataset: a single C8H16N2 molecule (ωB97M-V/def2-TZVPD).

Lowest unoccupied orbital energy   0.02905 Eh
SMILES   CC(C)[C@@](C)(C#N)N(C)C
2S+1   1

Positions of all 26 atoms, in Å:
C: 2.2686 -0.1025 1.2224
C: 1.1588 -0.4154 0.2186
C: 1.7334 -0.5019 -1.1957
C: 0.0260 0.6326 0.2585
C: -0.5179 0.9137 1.6585
C: 0.5244 1.8839 -0.2621
N: 0.9492 2.8973 -0.5815
N: -1.1127 0.0543 -0.7316
C: -1.8127 1.1213 -1.4115
C: -2.0342 -0.8306 -0.0647
H: 2.6076 0.9267 1.1080
H: 1.9334 -0.2514 2.2468
H: 3.1169 -0.7621 1.0416
H: 0.7193 -1.3853 0.4702
H: 2.2171 0.4339 -1.4676
H: 2.4688 -1.3006 -1.2521
H: 0.9381 -0.7018 -1.9071
H: -0.7551 -0.0126 2.1760
H: 0.2231 1.4596 2.2375
H: -1.4144 1.5301 1.5998
H: -2.3686 1.7903 -0.7345
H: -1.1068 1.7165 -1.9890
H: -2.5273 0.6712 -2.1010
H: -1.4936 -1.6027 0.4782
H: -2.7247 -0.3206 0.6243
H: -2.6315 -1.3161 -0.8381

The natural (NBO) scheme yields these atomic charges, measured in e: number 1, C, carries -0.6153; number 2, C, carries -0.2058; number 3, C, carries -0.6161; number 4, C, carries 0.0018; number 5, C, carries -0.6190; number 6, C, carries 0.3005; number 7, N, carries -0.3223; number 8, N, carries -0.4215; number 9, C, carries -0.4219; number 10, C, carries -0.4175; number 11, H, carries 0.2140; number 12, H, carries 0.2077; number 13, H, carries 0.2183; number 14, H, carries 0.2082; number 15, H, carries 0.2121; number 16, H, carries 0.2105; number 17, H, carries 0.2330; number 18, H, carries 0.2190; number 19, H, carries 0.2324; number 20, H, carries 0.2234; number 21, H, carries 0.1638; number 22, H, carries 0.2166; number 23, H, carries 0.2048; number 24, H, carries 0.1988; number 25, H, carries 0.1652; number 26, H, carries 0.2092



Which of them is the most stable, and which is the least stable? *Q* and *P*, in that order.



*P*
Entry from the Open Molecules 2025 dataset: a single C3H6O4S2 molecule (ωB97M-V/def2-TZVPD).

Lowest unoccupied orbital energy   -0.03617 Eh
2S+1   1

Positions of all 15 atoms, in Å:
C: 1.6924 0.6636 -0.1366
C: 1.2199 1.2849 -1.4141
C: -1.3810 -1.7217 1.1072
O: 1.6883 -1.7119 0.8542
O: -1.0310 0.7666 0.0435
O: -1.3484 -1.2007 -1.4619
O: 1.9399 1.0726 0.9729
S: 1.3598 -1.1075 -0.3921
S: -0.7743 -0.6581 -0.2381
H: 1.6381 0.6642 -2.2848
H: 0.2111 1.1334 -1.4622
H: 1.6314 2.2973 -1.4829
H: -1.3155 -2.6718 0.6331
H: -0.5842 -1.7100 1.8416
H: -2.3345 -1.6433 1.5879

The natural (NBO) scheme yields these atomic charges, measured in e: number 1, C, carries 0.3864; number 2, C, carries -0.7499; number 3, C, carries -0.8456; number 4, O, carries -0.9314; number 5, O, carries -0.9144; number 6, O, carries -0.9317; number 7, O, carries -0.4407; number 8, S, carries 1.0409; number 9, S, carries 1.8357; number 10, H, carries 0.2328; number 11, H, carries 0.2753; number 12, H, carries 0.2578; number 13, H, carries 0.2458; number 14, H, carries 0.2637; number 15, H, carries 0.2751



*Q*
Entry from the Open Molecules 2025 dataset: a single C3H6O4S2 molecule (ωB97M-V/def2-TZVPD).

Lowest unoccupied orbital energy (spin up / spin down)   -0.05347 / -0.05929 Eh
2S+1   1

Positions of all 15 atoms, in Å:
C: 0.4524 -0.6938 -1.4103
C: -0.9508 0.8470 0.0357
C: -1.5444 0.0064 1.0795
O: 0.8570 2.4807 -0.8086
O: 0.7768 -1.7979 0.8908
O: 2.8222 -1.2811 -0.3804
O: 1.5564 0.5219 0.6410
S: 0.5516 1.8025 0.4276
S: 1.4788 -0.9595 -0.0389
H: -0.2521 -1.4710 -1.6110
H: 0.8347 -0.0706 -2.1903
H: -1.5539 1.2549 -0.7621
H: -2.5710 -0.2766 0.8581
H: -1.5190 0.5333 2.0349
H: -0.9386 -0.8963 1.2340

The natural (NBO) scheme yields these atomic charges, measured in e: number 1, C, carries -0.7006; number 2, C, carries -0.2732; number 3, C, carries -0.7483; number 4, O, carries -0.9177; number 5, O, carries -0.9305; number 6, O, carries -0.8914; number 7, O, carries -0.9184; number 8, S, carries 1.5474; number 9, S, carries 2.3405; number 10, H, carries 0.2412; number 11, H, carries 0.2440; number 12, H, carries 0.2327; number 13, H, carries 0.2358; number 14, H, carries 0.2419; number 15, H, carries 0.2967



Which of them is the most stable, and which is the least stable? *P* and *Q*, in that order.



*P*
Entry from the Open Molecules 2025 dataset: a 2-piece molecular cluster, C2H5ClS overall (ωB97M-V/def2-TZVPD).

Lowest unoccupied orbital energy (spin up / spin down)   -0.04051 / -0.04055 Eh
2S+1   1

Positions of all 9 atoms, in Å:
C: 1.0938 -0.0992 -1.3095
C: -1.0455 0.0509 1.4637
S: -0.0593 1.1751 -0.7369
Cl: -2.7138 0.2527 1.2459
H: 0.6731 -0.8798 -1.8831
H: 1.5061 -0.6126 -0.4408
H: 1.9614 0.4909 -1.7961
H: -0.7246 0.5072 2.4187
H: -0.6913 -0.8853 1.0381

The natural (NBO) scheme yields these atomic charges, measured in e: number 1, C, carries -0.7698; number 2, C, carries -0.3433; number 3, S, carries -0.0423; number 4, Cl, carries 0.0517; number 5, H, carries 0.2092; number 6, H, carries 0.2180; number 7, H, carries 0.2363; number 8, H, carries 0.2247; number 9, H, carries 0.2155



*Q*
Entry from the Open Molecules 2025 dataset: a 2-piece molecular cluster, C2H5ClS overall (ωB97M-V/def2-TZVPD).

Lowest unoccupied orbital energy   -0.01569 Eh
2S+1   1

Positions of all 9 atoms, in Å:
C: 1.1669 0.1270 0.2305
C: -2.1099 -0.0076 0.7851
S: -2.9131 -1.2747 0.0433
Cl: -2.3514 1.5275 0.1163
H: 2.2409 0.0572 0.1027
H: 0.7436 -0.8669 0.2553
H: 0.7472 0.6806 -0.5984
H: 0.9412 0.6346 1.1581
H: -3.5833 -0.7055 -0.9854

The natural (NBO) scheme yields these atomic charges, measured in e: number 1, C, carries -0.8499; number 2, C, carries -0.3297; number 3, S, carries 0.2091; number 4, Cl, carries 0.0393; number 5, H, carries 0.2096; number 6, H, carries 0.2132; number 7, H, carries 0.2071; number 8, H, carries 0.2193; number 9, H, carries 0.0820



Which of them is the most stable, and which is the least stable? *Q* and *P*, in that order.